Arrangement i

The following is a DFT calculation (ωB97M-V/def2-TZVPD) of the molecule C17H23N3O3.

```
46
C17H23N3O3 ωB97M-V/def2-TZVPD
C 3.06 -0.14 1.37
C 1.97 -0.75 0.47
C 4.22 0.10 0.37
C 3.92 1.06 -0.82
C 3.47 2.46 -0.32
C 5.22 1.00 -1.61
C -0.50 -0.99 0.43
C -0.33 -2.56 0.11
C -1.35 -0.29 -0.73
C -2.82 -0.62 -0.64
C -3.45 -1.73 -1.05
C -3.81 0.35 -0.13
C -5.06 -0.41 -0.13
C -3.81 1.69 0.19
C -6.28 0.20 0.16
C -5.05 2.21 0.73
C -6.28 1.45 0.77
H 2.50 -1.65 2.45
H 4.02 -1.81 2.04
H 2.48 0.70 1.81
H 4.32 -0.90 -0.12
H 5.08 0.30 0.90
H 3.11 0.57 -1.36
H 3.03 2.89 -1.16
H 4.38 3.07 0.00
H 2.81 2.37 0.51
H 5.48 0.03 -1.97
H 6.17 1.28 -1.00
H 5.15 1.67 -2.43
H 0.57 0.27 1.55
H -1.19 -0.95 1.28
H -0.86 -0.57 -1.66
H -1.14 0.80 -0.64
H -3.19 -2.70 -1.53
H -5.56 -2.33 -1.05
H -2.97 2.41 0.09
H -7.35 -0.20 0.00
H -5.09 3.26 1.00
H -7.22 1.90 1.04
H 1.31 -2.49 -0.85
N 3.39 -1.17 2.37
N 0.73 -0.30 0.77
N -4.85 -1.68 -0.60
O 2.25 -1.52 -0.38
O -0.84 -3.45 0.82
O 0.32 -2.84 -1.05
```

Results
HOMO-LUMO gap	8.643	eV
charge	0
HOMO level	-8.185	eV
SMILES string	CC(C)C[C@H](N)C(=O)N[C@@H](Cc1c[nH]c2ccccc12)C(=O)O

***

Arrangement ii

The following is a DFT calculation (ωB97M-V/def2-TZVPD) of a structure of composition C17H23N3O3.

```
46
C17H23N3O3 ωB97M-V/def2-TZVPD
C 0.49 -0.33 3.26
C 0.36 -0.96 1.69
C 1.89 0.59 2.89
C 1.80 1.48 1.45
C 2.21 1.42 4.10
C 3.70 1.92 4.04
C -1.11 -1.19 -0.25
C -1.30 -2.61 0.41
C -0.04 -0.98 -1.40
C -0.67 -0.95 -2.74
C -1.09 -1.90 -3.61
C -1.47 0.25 -3.34
C -2.07 -0.08 -4.52
C -1.64 1.57 -2.97
C -2.82 0.93 -5.32
C -2.50 2.62 -3.59
C -3.06 2.17 -4.77
H 2.16 -1.75 4.09
H 0.35 -2.43 4.11
H -0.44 0.29 3.58
H 2.59 -0.18 2.74
H 1.28 2.43 1.81
H 3.02 1.70 1.11
H 1.23 0.81 0.63
H 1.89 1.04 5.14
H 1.50 2.32 4.02
H 4.43 1.22 3.50
H 4.03 2.72 3.35
H 4.14 2.12 5.16
H -1.27 0.13 1.71
H -2.12 -0.89 -0.67
H 0.83 -0.33 -0.95
H 0.60 -1.92 -1.29
H -1.00 -2.92 -3.71
H -1.48 -2.02 -5.71
H -0.86 1.80 -2.22
H -2.98 0.68 -6.39
H -2.27 3.77 -3.12
H -3.68 2.99 -5.03
H -1.09 -4.51 -0.08
N 0.88 -1.27 4.27
N -0.70 -0.43 0.97
N -1.90 -1.45 -4.64
O 1.18 -1.74 1.36
O -1.94 -2.59 1.45
O -1.05 -3.50 -0.51
```

Results
HOMO-LUMO gap	8.378	eV
charge	0
HOMO level	-8.056	eV

***

Arrangement iii

The following is a DFT calculation (ωB97M-V/def2-TZVPD) of the molecule C17H23N3O3.

```
46
C17H23N3O3 ωB97M-V/def2-TZVPD
C 1.19 -1.91 3.27
C 0.88 -0.74 2.37
C 2.42 -2.78 3.00
C 2.27 -3.44 1.62
C 3.76 -2.08 3.09
C 4.18 -1.37 4.37
C -0.19 0.19 0.37
C -1.17 1.11 1.09
C -0.83 -0.31 -0.95
C -0.58 0.47 -2.23
C 0.50 0.41 -3.07
C -1.52 1.29 -2.94
C -0.98 1.69 -4.18
C -2.85 1.72 -2.62
C -1.82 2.33 -5.15
C -3.61 2.49 -3.51
C -3.08 2.78 -4.78
H -0.71 -2.31 3.78
H 0.12 -3.70 3.69
H 1.31 -1.41 4.31
H 2.34 -3.60 3.76
H 1.20 -3.75 1.39
H 2.62 -2.78 0.80
H 2.85 -4.39 1.48
H 3.67 -1.27 2.31
H 4.61 -2.76 2.74
H 3.64 -0.49 4.78
H 4.15 -2.08 5.15
H 5.26 -1.04 4.25
H -0.65 -1.65 1.40
H 0.74 0.76 0.19
H -0.26 -1.27 -1.15
H -1.91 -0.55 -0.87
H 1.44 -0.14 -3.05
H 0.82 1.03 -5.04
H -3.20 1.39 -1.62
H -1.51 2.64 -6.15
H -4.61 2.76 -3.27
H -3.56 3.45 -5.45
H 0.26 1.43 2.20
N -0.03 -2.79 3.22
N 0.05 -0.93 1.27
N 0.31 1.19 -4.18
O 1.45 0.31 2.54
O -2.37 1.11 0.87
O -0.62 1.86 2.04
```

Results
HOMO-LUMO gap	8.500	eV
charge	0
HOMO level	-7.861	eV
SMILES string	CC[C@H](C)[C@H](N)C(=O)N[C@@H](Cc1c[nH]c2ccccc12)C(=O)O

***

Which structure loses on stability? arrangement ii does.

***

Arrangement i

The following is a DFT calculation (ωB97M-V/def2-TZVPD) of a cluster of 2 separate species, C2H8OS in total.

```
12
C2H8OS ωB97M-V/def2-TZVPD
C -0.24 0.96 -0.89
C -1.34 1.99 -0.65
S -1.35 3.44 -1.82
H -0.57 0.01 -0.47
H 0.72 1.19 -0.41
H 0.04 0.87 -1.94
H -2.30 1.50 -0.79
H -1.30 2.41 0.34
H -0.04 3.69 -1.85
H 2.85 -5.64 2.95
H 1.61 -4.79 2.56
O 1.90 -5.64 2.96
```

Results
HOMO-LUMO gap	9.929	eV
charge	0
HOMO level	-9.076	eV
SMILES string	CCS.O

***

Arrangement ii

The following is a DFT calculation (ωB97M-V/def2-TZVPD) of a cluster of 3 separate species, C2H8OS in total.

```
12
C2H8OS ωB97M-V/def2-TZVPD
C 2.31 0.11 1.23
C 3.26 0.77 0.28
S -2.97 0.00 -0.38
H 1.88 0.78 1.96
H 2.81 -0.69 1.77
H 2.85 1.64 -0.23
H 4.16 1.03 0.86
H 3.53 0.03 -0.47
H -3.96 -0.63 -1.02
H -0.22 -0.72 -0.22
H 1.31 -0.37 0.24
O 0.70 -0.69 -0.52
```

Results
HOMO-LUMO gap	3.159	eV
charge	0
HOMO level	-7.555	eV

***

Which structure loses on stability? arrangement ii does.

***

Arrangement i

The following is a DFT calculation (ωB97M-V/def2-TZVPD) of a cluster of 2 separate species, C2H8OS in total.

```
12
C2H8OS ωB97M-V/def2-TZVPD
C 2.08 0.83 -0.19
S 0.89 1.63 1.08
H 2.71 0.11 0.41
H 2.82 1.54 -0.57
H 1.62 0.15 -0.97
H 0.50 0.51 1.60
C -1.74 -1.15 -0.16
O -2.10 0.26 0.00
H -1.09 -1.32 -1.03
H -2.70 -1.80 -0.35
H -1.32 -1.47 0.87
H -1.67 0.70 -0.69
```

Results
HOMO-LUMO gap	9.841	eV
charge	0
HOMO level	-9.079	eV
SMILES string	CO.CS

***

Arrangement ii

The following is a DFT calculation (ωB97M-V/def2-TZVPD) of a cluster of 2 separate species, C2H8OS in total.

```
12
C2H8OS ωB97M-V/def2-TZVPD
S -1.24 3.76 -1.05
H -1.51 4.76 -1.89
H -2.54 3.46 -0.94
C 0.03 -1.63 0.14
O -0.80 -0.51 0.43
C 1.45 -1.50 0.72
H 0.06 -1.78 -0.94
H -0.51 -2.49 0.54
H -0.24 0.28 0.35
H 1.62 -2.26 1.46
H 1.49 -0.54 1.26
H 2.20 -1.55 -0.06
```

Results
HOMO-LUMO gap	10.678	eV
charge	0
HOMO level	-9.836	eV
SMILES string	CCO.S

***

Which structure loses on stability? arrangement i does.

***

Arrangement i

The following is a DFT calculation (ωB97M-V/def2-TZVPD) of the molecule C3H6OS2.

```
12
C3H6OS2 ωB97M-V/def2-TZVPD
C -0.81 -1.16 0.00
C 0.64 -0.11 0.30
C 0.25 1.32 0.46
O -0.07 -0.89 1.17
S -2.27 -0.30 -0.25
S 2.25 -0.64 -0.15
H -0.53 -2.18 -0.40
H -0.69 1.56 -0.01
H 1.09 1.90 0.10
H 0.25 1.40 1.56
H -2.75 -0.96 -1.42
H 2.64 0.06 -1.35
```

Results
HOMO-LUMO gap	8.241	eV
charge	0
HOMO level	-7.716	eV
SMILES string	C[C@@]1(S)O[C@H]1S

***

Arrangement ii

The following is a DFT calculation (ωB97M-V/def2-TZVPD) of a cluster of 2 separate species, C3H6OS2 in total.

```
12
C3H6OS2 ωB97M-V/def2-TZVPD
C 0.86 -0.83 0.42
C 1.23 0.50 1.17
O 2.10 0.53 2.02
C -0.36 -0.41 -0.50
S -1.89 -1.07 0.24
S -1.54 1.85 -1.98
H 0.44 -1.56 1.21
H 1.80 -1.28 0.10
H 0.60 1.42 0.93
H -0.52 -0.82 -1.47
H -0.38 0.72 -0.75
H -2.33 0.94 -1.40
```

Results
HOMO-LUMO gap	4.930	eV
charge	0
HOMO level	-9.140	eV

***

Arrangement iii

The following is a DFT calculation (ωB97M-V/def2-TZVPD) of a structure of composition C3H6OS2.

```
12
C3H6OS2 ωB97M-V/def2-TZVPD
C 1.39 -0.80 1.58
C -0.46 0.17 -0.13
C -0.44 -1.25 -0.59
H 2.02 -0.55 2.42
H 1.92 -1.48 0.82
H 0.61 -1.42 2.10
H -1.35 -1.38 -1.14
H -0.41 -1.91 0.24
H 0.72 -1.11 -2.17
O 0.73 -1.58 -1.32
S 0.69 0.74 0.98
S -1.46 1.25 -0.78
```

Results
HOMO-LUMO gap	8.491	eV
charge	0
HOMO level	-8.746	eV

***

Which structure loses on stability? arrangement ii does.

***

Arrangement i

The following is a DFT calculation (ωB97M-V/def2-TZVPD) of a structure of composition C8H11BN2O.

```
23
C8H11BN2O ωB97M-V/def2-TZVPD
B 1.64 -0.95 -0.30
C 0.91 -2.03 0.43
C -1.81 0.95 0.23
C -3.02 0.22 0.21
C -0.99 0.27 -0.63
C -4.28 0.52 0.94
C 3.70 0.45 0.30
C 0.38 0.48 -1.08
C 3.18 -0.78 -0.46
N 0.36 -2.86 1.02
N -2.93 -0.80 -0.60
O -1.68 -0.78 -1.13
H -1.58 1.84 0.79
H -4.67 -0.39 1.38
H -4.10 1.25 1.73
H -5.03 0.92 0.26
H 3.41 0.41 1.35
H 4.78 0.49 0.24
H 3.30 1.37 -0.13
H 0.49 0.31 -2.14
H 0.78 1.44 -0.77
H 3.45 -0.65 -1.52
H 3.72 -1.66 -0.10
```

Results
HOMO-LUMO gap	7.881	eV
charge	0
HOMO level	-8.759	eV

***

Arrangement ii

The following is a DFT calculation (ωB97M-V/def2-TZVPD) of a structure of composition C8H11BN2O.

```
23
C8H11BN2O ωB97M-V/def2-TZVPD
B -0.74 0.25 1.68
C 2.07 -1.05 -0.66
C 0.92 -0.26 -0.68
C 0.30 -0.48 -1.92
C -1.70 1.02 -1.84
C 1.00 2.04 0.99
C -0.88 0.10 -2.45
C 0.35 0.91 0.84
C -0.26 -0.78 2.83
N 2.07 -1.82 -1.75
N 1.01 -1.44 -2.48
O -2.00 0.39 1.39
H 2.86 -1.01 0.11
H -2.71 1.26 -2.16
H -1.30 1.29 -0.88
H 1.99 2.31 0.42
H 0.87 2.64 1.93
H -1.24 -0.21 -3.46
H -0.09 -1.85 2.59
H -1.11 -0.78 3.73
H 0.66 -0.57 3.31
H 0.63 -1.92 -3.36
H -2.71 -0.04 1.80
```

Results
HOMO-LUMO gap	8.789	eV
charge	0
HOMO level	-8.273	eV

***

Which structure loses on stability? arrangement ii does.

***

Arrangement i

The following is a DFT calculation (ωB97M-V/def2-TZVPD) of a structure of composition CH4ClOP.

```
8
CH4ClOP ωB97M-V/def2-TZVPD
C 0.69 -0.53 -1.38
O -0.48 0.14 -0.07
P 0.15 -0.02 1.41
Cl 2.09 -0.84 -0.52
H 0.66 0.37 -2.17
H -0.10 -1.33 -1.66
H -0.86 0.90 2.10
H -0.56 -1.11 1.90
```

Results
HOMO-LUMO gap	9.158	eV
charge	0
HOMO level	-8.752	eV

***

Arrangement ii

The following is a DFT calculation (ωB97M-V/def2-TZVPD) of a cluster of 2 separate species, CH4ClOP in total.

```
8
CH4ClOP ωB97M-V/def2-TZVPD
C 0.55 -1.21 -1.34
O 0.24 -0.08 -1.09
P -0.51 1.78 1.27
Cl 0.55 0.15 1.74
H 1.02 -1.56 -2.28
H 0.45 -1.86 -0.54
H -1.51 1.48 2.24
H -0.79 1.30 -0.01
```

Results
HOMO-LUMO gap	9.520	eV
charge	0
HOMO level	-8.891	eV
SMILES string	C=O.PCl

***

Which structure loses on stability? arrangement i does.

***

Arrangement i

The following is a DFT calculation (ωB97M-V/def2-TZVPD) of the molecule C4H3NS.

```
9
C4H3NS ωB97M-V/def2-TZVPD
C 1.19 0.54 0.17
C -0.27 0.17 -0.20
C -1.41 -0.14 -0.16
C -2.66 -0.36 -0.08
H 1.73 -1.37 -0.85
H 1.84 1.46 -0.53
H 1.11 1.05 1.19
N -3.83 -0.61 0.32
S 2.31 -0.74 0.14
```

Results
HOMO-LUMO gap	9.405	eV
charge	0
HOMO level	-9.552	eV
SMILES string	N#CC#CCS

***

Arrangement ii

The following is a DFT calculation (ωB97M-V/def2-TZVPD) of a structure of composition C4H3NS.

```
9
C4H3NS ωB97M-V/def2-TZVPD
C 0.26 0.12 2.00
C 0.76 -0.20 3.16
C -0.15 -0.04 -0.02
C -0.16 0.08 -1.51
N 0.32 0.79 0.84
S -0.54 -1.32 1.15
H 0.87 0.20 -1.88
H -0.51 1.04 -1.73
H -0.85 -0.67 -2.01
```

Results
HOMO-LUMO gap	8.517	eV
charge	0
HOMO level	-9.883	eV

***

Which structure loses on stability? arrangement ii does.

***

Arrangement i

The following is a DFT calculation (ωB97M-V/def2-TZVPD) of the molecule C4H3NS.

```
9
C4H3NS ωB97M-V/def2-TZVPD
C -0.23 0.26 0.07
C 0.72 0.44 1.13
C 1.40 0.60 2.09
C 0.21 0.76 -1.28
H -0.07 -1.98 -0.25
H -1.05 0.94 0.28
H 1.97 0.67 2.98
N 0.62 1.21 -2.28
S -1.11 -1.28 0.06
```

Results
HOMO-LUMO gap	10.697	eV
charge	0
HOMO level	-10.147	eV
SMILES string	C#C[C@H](S)C#N

***

Arrangement ii

The following is a DFT calculation (ωB97M-V/def2-TZVPD) of the molecule C4H3NS.

```
9
C4H3NS ωB97M-V/def2-TZVPD
C 1.60 -0.03 0.05
C 0.22 0.70 -0.08
C -1.02 0.30 -0.06
C -1.59 -1.00 0.14
H 2.33 0.78 0.37
H 0.28 1.70 -0.19
H -1.68 1.31 -0.13
N -1.96 -2.15 -0.06
S 1.81 -1.60 -0.05
```

Results
HOMO-LUMO gap	7.822	eV
charge	0
HOMO level	-9.185	eV
SMILES string	N#C/C=C\C=S

***

Which structure loses on stability? arrangement ii does.